Entry 1:
The following is a quantum chemistry calculation of a 3-piece molecular cluster, C28H47F3N3O5 overall, from OMol25.

CARTESIAN COORDINATES (ANGSTROEM)
1 O 5.41 -4.13 -1.33
2 C 5.03 -3.83 -0.22
3 O 5.70 -4.21 0.89
4 C 3.79 -2.97 -0.07
5 C 2.66 -3.17 -0.82
6 C 1.59 -2.35 -0.66
7 N 1.66 -1.34 0.22
8 C 0.46 -0.47 0.40
9 C -0.35 -1.07 1.62
10 O -1.67 -1.37 1.27
11 C -1.76 -2.46 0.39
12 C -3.25 -2.89 0.35
13 F -3.50 -3.52 -0.78
14 F -3.99 -1.78 0.41
15 F -3.54 -3.63 1.42
16 C 2.73 -1.10 0.97
17 C 3.81 -1.92 0.84
18 H 5.06 -4.41 1.58
19 H 2.61 -3.97 -1.55
20 H 0.66 -2.46 -1.20
21 H -0.12 -0.49 -0.53
22 H 0.75 0.56 0.60
23 H -0.31 -0.39 2.47
24 H 0.14 -2.00 1.94
25 H -1.11 -3.29 0.67
26 H -1.55 -2.10 -0.63
27 H 2.70 -0.27 1.67
28 H 4.69 -1.75 1.45
29 C -4.33 -2.98 -5.54
30 C -3.43 -2.24 -4.54
31 C -4.21 -1.07 -3.94
32 C -4.45 0.05 -4.94
33 C -3.14 0.52 -5.56
34 C -2.25 -0.60 -6.10
35 N -2.16 -1.78 -5.19
36 O -1.30 -1.50 -4.24
37 C -2.74 -1.07 -7.49
38 C -0.87 0.00 -6.39
39 C -3.13 -3.28 -3.47
40 H -5.11 -3.53 -5.01
41 H -4.86 -2.33 -6.23
42 H -3.77 -3.71 -6.13
43 H -3.68 -0.67 -3.07
44 H -5.17 -1.43 -3.55
45 H -5.15 -0.27 -5.72
46 H -4.94 0.89 -4.44
47 H -3.35 1.24 -6.36
48 H -2.59 1.08 -4.79
49 H -2.14 -1.90 -7.85
50 H -2.64 -0.26 -8.22
51 H -3.79 -1.36 -7.51
52 H -0.44 0.50 -5.52
53 H -0.94 0.75 -7.18
54 H -0.16 -0.77 -6.73
55 H -2.58 -4.13 -3.88
56 H -4.06 -3.67 -3.05
57 H -2.56 -2.87 -2.64
58 C 3.25 5.20 4.66
59 C 2.10 4.37 4.05
60 C 0.82 4.66 4.83
61 C 0.84 4.07 6.24
62 C 1.15 2.57 6.20
63 C 2.37 2.19 5.35
64 N 2.43 2.91 4.04
65 O 1.62 2.32 3.21
66 C 3.67 2.44 6.14
67 C 2.35 0.67 5.16
68 C 1.97 4.91 2.63
69 H 3.11 6.26 4.43
70 H 3.30 5.15 5.74
71 H 4.21 4.90 4.25
72 H -0.05 4.26 4.30
73 H 0.66 5.74 4.90
74 H 1.57 4.59 6.87
75 H -0.13 4.23 6.72
76 H 1.28 2.20 7.22
77 H 0.26 2.06 5.80
78 H 4.54 2.22 5.51
79 H 3.72 1.79 7.01
80 H 3.77 3.45 6.52
81 H 1.41 0.32 4.73
82 H 2.46 0.17 6.12
83 H 3.16 0.34 4.52
84 H 2.88 4.73 2.06
85 H 1.80 5.99 2.65
86 H 1.13 4.47 2.08

## Properties
- net charge = +1
- E_HOMO (spin up / spin down) (eV) = -10.63 / -11.46
- E_LUMO (spin up / spin down) (Ha) = -0.1704 / -0.1704
- spin multiplicity = 3
- ⟨S²⟩ = 2.008

Entry 2:
The following is a quantum chemistry calculation of an isolated ion of composition C5H10N3O and charge +1, from OMol25.

CARTESIAN COORDINATES (ANGSTROEM)
1 C -2.05 -0.16 -0.71
2 C 1.06 0.96 -0.77
3 C 1.28 -0.58 -0.74
4 C -0.68 -0.82 0.82
5 C -0.76 0.76 0.83
6 N -1.57 -1.24 -0.26
7 N 0.56 1.35 0.53
8 N 0.73 -1.21 0.54
9 O -1.78 0.98 -0.23
10 H -2.79 -0.16 -1.45
11 H 2.02 1.41 -0.98
12 H 0.37 1.34 -1.55
13 H 0.69 -1.15 -1.51
14 H 2.36 -0.70 -0.64
15 H -1.16 -1.09 1.77
16 H -1.12 1.24 1.68
17 H 0.60 2.23 0.96
18 H 0.75 -2.23 0.36
19 H 1.50 -0.94 1.35

## Properties
- SMILES = C1=N[C@H]2[NH2+]CCN[C@H]2O1
- net charge = +1
- E_HOMO (eV) = -14.00
- E_LUMO (Ha) = -0.1293

Entry 3:
The following is a quantum chemistry calculation of a 2-piece molecular cluster, C2H4OS2 overall, from OMol25.

CARTESIAN COORDINATES (ANGSTROEM)
1 C 1.81 0.55 0.22
2 C -0.53 -0.27 0.39
3 O 4.21 -0.15 -0.17
4 S -0.59 -1.97 0.00
5 S 2.87 -0.63 0.07
6 H 1.73 1.64 0.43
7 H -0.64 0.37 -0.56
8 H -0.95 -0.09 1.39
9 H 0.05 -1.85 -1.27

## Properties
- E_HOMO (spin up / spin down) (eV) = -8.44 / -8.79
- E_LUMO (spin up / spin down) (Ha) = -0.0297 / -0.0226

Entry 4:
The following is a quantum chemistry calculation of C23H35BrIN6O2Pt as an isolated structure, from OMol25.

CARTESIAN COORDINATES (ANGSTROEM)
1 Pt 0.26 0.03 -0.16
2 N -1.12 1.53 0.68
3 C -0.46 2.86 0.80
4 C -1.36 3.99 1.35
5 C -2.57 3.65 2.24
6 C -2.28 3.04 3.62
7 N -1.04 3.53 4.18
8 C -0.86 4.41 5.14
9 N -1.85 4.86 5.92
10 N 0.39 4.85 5.34
11 C 0.88 2.64 1.55
12 O 1.09 3.19 2.66
13 O 1.66 1.88 0.95
14 H -1.91 1.60 0.04
15 H -1.48 1.23 1.58
16 H -0.17 3.12 -0.21
17 H -1.77 4.53 0.49
18 H -0.71 4.70 1.87
19 H -3.26 2.99 1.71
20 H -3.11 4.59 2.39
21 H -2.19 1.95 3.56
22 H -3.12 3.23 4.28
23 H -0.19 3.36 3.59
24 H -2.78 4.50 5.84
25 H -1.66 5.51 6.67
26 H 1.12 4.56 4.70
27 H 0.61 5.53 6.05
28 C 3.68 -1.10 3.81
29 C 2.41 -1.32 3.07
30 C 1.54 -2.40 3.04
31 C 0.53 -2.07 2.13
32 N 0.76 -0.83 1.67
33 N 1.91 -0.41 2.23
34 C -0.64 -2.87 1.67
35 H 3.65 -1.61 4.77
36 H 3.85 -0.04 3.98
37 H 4.52 -1.49 3.24
38 H 1.63 -3.32 3.59
39 H 2.24 0.52 1.97
40 H -0.56 -3.89 2.04
41 H -0.66 -2.89 0.58
42 H -1.57 -2.44 2.03
43 C 3.77 -3.74 -1.72
44 C 2.59 -3.19 -2.52
45 C 3.09 -2.57 -3.83
46 C 1.59 -4.32 -2.83
47 C 1.90 -2.16 -1.72
48 C 1.32 -1.33 -1.06
49 H 4.24 -4.56 -2.27
50 H 3.43 -4.13 -0.75
51 H 4.51 -2.97 -1.54
52 H 3.57 -3.34 -4.44
53 H 3.81 -1.78 -3.64
54 H 2.26 -2.15 -4.40
55 H 2.08 -5.11 -3.39
56 H 0.75 -3.94 -3.41
57 H 1.20 -4.74 -1.90
58 Br -3.46 2.36 -1.73
59 C -2.99 2.32 -3.57
60 C -3.84 2.97 -4.45
61 C -3.57 2.97 -5.80
62 C -2.44 2.32 -6.28
63 C -1.59 1.67 -5.41
64 C -1.86 1.67 -4.05
65 I -0.47 0.60 -2.87
66 H -4.72 3.48 -4.06
67 H -4.23 3.48 -6.48
68 H -2.22 2.32 -7.34
69 H -0.71 1.16 -5.78

## Properties
- net charge = +1
- E_HOMO (eV) = -10.09
- E_LUMO (Ha) = -0.1088

Entry 5:
The following is a quantum chemistry calculation of a 2-piece molecular cluster, CHNO4S overall, from OMol25.

CARTESIAN COORDINATES (ANGSTROEM)
1 C 0.23 0.57 -0.97
2 N 1.36 -0.41 1.05
3 O 1.06 0.20 2.00
4 O 2.00 -1.32 0.72
5 O -2.39 0.43 -1.41
6 O -1.34 -1.18 0.16
7 S -1.29 0.06 -0.56
8 H 0.36 1.65 -1.01

## Properties
- E_HOMO (spin up / spin down) (eV) = -10.08 / -10.39
- E_LUMO (spin up / spin down) (Ha) = -0.0753 / -0.0574

Entry 6:
The following is a quantum chemistry calculation of a 2-piece molecular cluster, C3H10OSi overall, from OMol25.

CARTESIAN COORDINATES (ANGSTROEM)
1 C 0.34 -0.08 2.25
2 C 0.14 -0.88 0.97
3 C -0.95 1.32 -2.13
4 O -1.52 0.39 -2.95
5 Si 1.39 -0.33 -0.28
6 H -0.20 -0.65 3.07
7 H 1.34 -0.16 2.55
8 H -0.06 0.92 2.37
9 H -0.86 -0.80 0.54
10 H 0.32 -1.95 1.13
11 H -0.09 1.88 -2.52
12 H -1.57 1.60 -1.31
13 H -2.17 -0.11 -2.56
14 H 1.08 -1.03 -1.50
15 H 2.78 -0.10 0.34

## Properties
- E_HOMO (spin up / spin down) (eV) = -7.42 / -6.88
- E_LUMO (spin up / spin down) (Ha) = -0.0005 / 0.0312

Entry 7:
The following is a quantum chemistry calculation of C26H32N5SiSr as an isolated structure, from OMol25.

CARTESIAN COORDINATES (ANGSTROEM)
1 Sr 0.00 0.42 -0.38
2 C -0.26 0.93 3.06
3 N -0.34 1.90 1.94
4 C 0.72 2.91 1.98
5 C 2.05 2.28 1.69
6 N 2.22 1.30 0.84
7 C 3.58 1.01 0.89
8 C 4.32 0.03 0.22
9 C 5.67 -0.03 0.47
10 C 6.30 0.85 1.36
11 C 5.58 1.81 2.05
12 C 4.21 1.86 1.79
13 N 3.20 2.66 2.29
14 C -0.73 -0.43 2.62
15 N -0.12 -1.12 1.69
16 C -0.88 -2.27 1.52
17 C -0.71 -3.34 0.65
18 C -1.66 -4.34 0.68
19 C -2.76 -4.29 1.55
20 C -2.94 -3.24 2.43
21 C -1.98 -2.23 2.39
22 N -1.84 -1.05 3.09
23 H 0.78 0.84 3.36
24 H -0.83 1.27 3.93
25 H -1.25 2.36 1.95
26 H 0.49 3.65 1.20
27 H 0.76 3.46 2.93
28 H 3.85 -0.67 -0.47
29 H 6.27 -0.78 -0.04
30 H 7.36 0.77 1.53
31 H 6.06 2.49 2.74
32 H 3.30 3.40 2.97
33 H 0.14 -3.40 -0.01
34 H -1.56 -5.19 0.02
35 H -3.48 -5.09 1.53
36 H -3.79 -3.20 3.10
37 H -2.45 -0.69 3.81
38 C 1.30 -2.37 -2.96
39 C 0.94 -0.93 -3.20
40 C 1.85 0.09 -2.88
41 C 1.53 1.42 -3.11
42 C 0.31 1.75 -3.68
43 C -0.60 0.75 -4.00
44 C -0.28 -0.58 -3.76
45 H 2.17 -2.66 -3.55
46 H 0.48 -3.04 -3.22
47 H 1.56 -2.56 -1.91
48 H 2.81 -0.17 -2.46
49 H 2.24 2.20 -2.86
50 H 0.06 2.79 -3.86
51 H -1.55 1.01 -4.43
52 H -1.00 -1.35 -4.00
53 C -3.79 1.77 -2.38
54 Si -3.05 0.57 -1.09
55 C -3.78 1.28 0.56
56 C -4.06 -1.04 -1.30
57 H -4.86 1.92 -2.21
58 H -3.68 1.38 -3.40
59 H -3.30 2.75 -2.36
60 H -4.87 1.39 0.52
61 H -3.37 2.28 0.77
62 H -3.54 0.64 1.41
63 H -5.14 -0.84 -1.29
64 H -3.84 -1.75 -0.50
65 H -3.83 -1.54 -2.24

## Properties
- net charge = +1
- E_HOMO (eV) = -8.59
- E_LUMO (Ha) = -0.0862

Entry 8:
The following is a quantum chemistry calculation of a 2-piece molecular cluster, C4H11NO overall, from OMol25.

CARTESIAN COORDINATES (ANGSTROEM)
1 C -1.82 -0.73 0.08
2 N -0.38 -0.59 -0.15
3 C 0.26 -1.82 -0.77
4 H -1.97 -1.62 0.69
5 H -2.36 -0.92 -0.87
6 H -2.28 0.11 0.60
7 H -0.35 0.03 -0.95
8 H -0.65 -2.44 -0.83
9 H 0.59 -1.72 -1.80
10 H 0.92 -2.39 -0.13
11 O 2.16 0.66 -0.52
12 C 1.63 1.06 0.48
13 C 0.75 2.24 0.67
14 H 1.85 0.48 1.41
15 H 1.16 2.98 -0.04
16 H -0.30 2.03 0.45
17 H 0.79 2.66 1.68

## Properties
- SMILES = CC=O.CNC
- E_HOMO (eV) = -9.17
- E_LUMO (Ha) = 0.0361

Entry 9:
The following is a quantum chemistry calculation of C30H57BN4P3Pd as an isolated structure, from OMol25.

CARTESIAN COORDINATES (ANGSTROEM)
1 Pd -0.02 -0.14 0.26
2 C 4.07 -0.17 -0.33
3 P 2.50 0.50 0.38
4 C 2.96 2.28 0.32
5 C 2.82 0.20 2.18
6 C 1.82 0.93 3.07
7 P 0.05 0.81 2.50
8 C -0.55 2.43 3.09
9 C -0.78 -0.31 3.68
10 H 4.92 0.31 0.14
11 H 4.09 0.01 -1.40
12 H 4.14 -1.25 -0.16
13 H 3.88 2.42 0.90
14 H 2.17 2.91 0.73
15 H 3.14 2.58 -0.71
16 H 3.84 0.53 2.41
17 H 2.77 -0.87 2.36
18 H 2.06 1.99 3.09
19 H 1.87 0.55 4.10
20 H -0.29 2.54 4.14
21 H -1.63 2.47 2.97
22 H -0.10 3.24 2.52
23 H -0.39 -0.16 4.69
24 H -0.63 -1.35 3.38
25 H -1.85 -0.09 3.65
26 B -2.87 2.41 0.30
27 N -3.19 0.90 0.23
28 C -4.43 0.43 0.14
29 C -4.39 -0.95 0.08
30 C -3.03 -1.25 0.14
31 N -2.33 -0.12 0.24
32 N -1.43 2.67 -0.22
33 C -0.92 3.89 -0.35
34 C 0.25 3.81 -1.09
35 C 0.38 2.46 -1.36
36 N -0.64 1.79 -0.83
37 H -2.98 2.80 1.42
38 H -3.62 2.97 -0.44
39 H -5.27 1.10 0.13
40 H -5.21 -1.63 0.01
41 H -2.53 -2.19 0.10
42 H -1.42 4.75 0.07
43 H 0.90 4.61 -1.38
44 H 1.13 1.94 -1.95
45 C -2.27 -6.48 0.38
46 C -2.73 -5.49 -0.68
47 C -1.60 -4.49 -1.01
48 C -0.70 -4.26 0.21
49 C -1.57 -4.32 1.48
50 C -2.02 -5.76 1.71
51 P 0.37 -2.71 0.18
52 C 1.08 -2.50 -1.56
53 C 0.13 -1.59 -2.36
54 C 0.82 -1.06 -3.62
55 C 1.74 -2.11 -4.25
56 C 1.28 -3.51 -3.87
57 C 1.47 -3.75 -2.36
58 C 1.89 -3.27 1.13
59 C 2.53 -4.62 0.75
60 C 2.42 -5.65 1.87
61 C 3.13 -5.18 3.14
62 C 2.92 -3.67 3.37
63 C 1.65 -3.22 2.65
64 H -1.35 -6.96 0.04
65 H -3.01 -7.27 0.51
66 H -3.61 -4.96 -0.32
67 H -3.02 -6.02 -1.59
68 H -2.04 -3.56 -1.37
69 H -1.01 -4.91 -1.83
70 H 0.02 -5.08 0.28
71 H -2.45 -3.68 1.36
72 H -1.04 -3.95 2.35
73 H -2.94 -5.75 2.30
74 H -1.27 -6.31 2.29
75 H 1.99 -1.90 -1.38
76 H -0.17 -0.72 -1.72
77 H -0.78 -2.13 -2.62
78 H 1.40 -0.17 -3.38
79 H 0.05 -0.75 -4.34
80 H 2.77 -1.97 -3.89
81 H 1.76 -2.00 -5.33
82 H 1.84 -4.26 -4.42
83 H 0.23 -3.62 -4.14
84 H 2.52 -3.98 -2.17
85 H 0.89 -4.62 -2.07
86 H 2.61 -2.48 0.90
87 H 3.59 -4.46 0.53
88 H 2.09 -5.03 -0.16
89 H 2.86 -6.59 1.53
90 H 1.37 -5.85 2.08
91 H 4.20 -5.39 3.06
92 H 2.75 -5.74 3.99
93 H 3.77 -3.10 3.00
94 H 2.84 -3.47 4.44
95 H 1.37 -2.20 2.94
96 H 0.85 -3.88 2.95

## Properties
- net charge = +1
- E_HOMO (spin up / spin down) (eV) = -10.61 / -10.86
- E_LUMO (spin up / spin down) (Ha) = -0.0639 / -0.1552
- spin multiplicity = 3
- ⟨S²⟩ = 2.009

Entry 10:
The following is a quantum chemistry calculation of a 2-piece molecular cluster, C3H3N3O overall, from OMol25.

CARTESIAN COORDINATES (ANGSTROEM)
1 N 2.02 -0.14 0.44
2 C 0.93 -0.60 0.16
3 N 0.82 2.40 -0.70
4 N -0.25 2.61 -0.51
5 O -1.64 0.45 0.93
6 C -1.50 -0.63 0.38
7 C -0.23 -1.20 -0.07
8 H 2.44 0.54 -0.20
9 H -2.38 -1.27 0.17
10 H -0.22 -2.14 -0.60

## Properties
- SMILES = N=C=CC=O.N#N
- E_HOMO (eV) = -9.68
- E_LUMO (Ha) = 0.0185

Entry 11:
The following is a quantum chemistry calculation of a 2-piece molecular cluster, C2H14Si4 overall, from OMol25.

CARTESIAN COORDINATES (ANGSTROEM)
1 C 0.47 1.91 -0.56
2 C -0.32 -2.35 -0.60
3 Si 3.35 0.16 0.11
4 Si -4.03 0.58 0.30
5 Si 1.13 0.60 0.67
6 Si -0.46 -1.05 0.78
7 H 0.05 1.46 -1.45
8 H -0.32 2.51 -0.11
9 H 1.26 2.59 -0.88
10 H -1.22 -2.97 -0.66
11 H -0.18 -1.88 -1.57
12 H 0.52 -3.02 -0.44
13 H 4.33 1.22 0.38
14 H 3.47 -0.15 -1.32
15 H 3.83 -1.02 0.83
16 H -3.88 1.88 0.92
17 H -4.34 0.65 -1.13
18 H -4.94 -0.31 1.01
19 H 1.11 1.27 1.99
20 H -0.59 -1.83 2.02

## Properties
- E_HOMO (spin up / spin down) (eV) = -7.79 / -7.47
- E_LUMO (spin up / spin down) (Ha) = -0.0340 / -0.0312

Computed relative energy (zero: lowest compared OMol25 entry of this formula, charge and spin), in the same sequence as the records: 0.289; 1.830; 4.909; 1.702; 6.556; 4.986; 0.000; 2.181; 0.711; 0.812; 1.338 eV.